Entry 1:
ORCA calculation (the ωB97M-V functional and the def2-TZVPD basis) on C18H30NO5P2PbS as an isolated structure in a non-equilibrium geometry.

ORCA input file:
```
! RIJCOSX wB97M-V def2-TZVPD def2/J DEFGRID3
* xyz 3 1
Pb -0.027 -0.812 -0.565
P -2.405 0.099 -1.324
C -2.118 0.510 -2.998
C -0.827 0.934 -3.442
N 0.293 0.650 -2.680
C 1.505 1.032 -3.108
C 1.676 1.769 -4.284
C 0.566 2.076 -5.067
C -0.682 1.650 -4.664
C 2.736 0.699 -2.269
P 2.532 -0.782 -1.199
H -1.590 1.863 -5.228
H 2.676 2.074 -4.566
H 0.676 2.654 -5.979
H 3.629 0.561 -2.899
H 2.972 1.528 -1.577
H -2.189 -1.652 -4.737
H -2.957 0.674 -3.682
H -0.656 -3.938 -3.380
O -1.960 -2.584 -4.925
H -2.561 -2.815 -5.659
H -0.333 -2.638 -0.359
O -0.289 -4.317 -2.558
H 0.566 -3.869 -2.428
C 2.921 -2.203 -2.273
H 3.960 -2.167 -2.644
H 2.776 -3.135 -1.696
H 2.230 -2.219 -3.136
C 3.753 -0.744 0.145
H 3.636 -1.666 0.743
H 4.797 -0.671 -0.212
H 3.523 0.112 0.805
C -3.058 1.502 -0.378
H -4.050 1.786 -0.764
H -3.123 1.243 0.690
H -2.364 2.349 -0.489
C -3.441 -1.375 -1.054
H -3.567 -1.534 0.031
H -4.429 -1.241 -1.519
H -2.948 -2.266 -1.479
C -0.006 1.662 8.007
C -0.058 1.335 6.544
C -0.067 -0.018 6.175
C -0.111 -0.366 4.839
C -0.144 0.649 3.893
C -0.140 2.002 4.229
C -0.096 2.347 5.571
S -0.211 0.113 2.210
O 0.959 -0.781 2.015
O -1.495 -0.572 2.013
O -0.086 1.352 1.403
H -0.872 1.225 8.526
H 0.898 1.232 8.462
H -0.004 2.745 8.168
H -0.040 -0.805 6.932
H -0.118 -1.402 4.518
H -0.169 2.744 3.437
H -0.091 3.401 5.864
*
```

## Properties
molecular weight	641.655	g mol⁻¹
orbital gap (alpha / beta)	1.750 / 1.699	eV
E_LUMO (alpha / beta)	-13.83 / -13.85	eV
HOMO energy (alpha / beta)	-15.6 / -15.5	eV
electronic energy	-65509.04505	eV

Okay, here come the Mulliken numbers, in e, for every atom: 0.79 0.25 -0.71 0.96 0.13 0.51 -0.61 -0.65 -0.77 -1.08 0.49 0.49 0.54 0.50 0.62 0.45 0.29 0.57 0.32 -0.57 0.33 0.19 -0.58 0.24 -1.26 0.44 0.40 0.38 -1.09 0.40 0.47 0.37 -1.10 0.49 0.34 0.40 -1.11 0.39 0.48 0.39 -1.36 0.98 -0.84 -0.69 -0.11 -0.10 -0.85 2.12 -0.66 -0.64 -0.69 0.36 0.36 0.36 0.42 0.45 0.45 0.35


Entry 2:
ORCA calculation (the ωB97M-V functional and the def2-TZVPD basis) on a 5-piece molecular cluster, C18H30O3 overall in a non-equilibrium geometry.

ORCA input file:
```
! RIJCOSX wB97M-V def2-TZVPD def2/J DEFGRID3
* xyz 0 1
C -1.559 2.068 -3.992
C -1.806 1.807 -2.675
C -2.225 0.482 -2.328
C -2.264 -0.554 -3.256
C -1.882 -0.296 -4.579
C -1.655 1.005 -4.899
H -1.242 3.068 -4.246
H -1.660 2.625 -1.985
H -2.349 0.256 -1.279
H -2.662 -1.499 -2.917
H -1.883 -1.086 -5.315
H -1.378 1.227 -5.919
C -0.609 -0.846 1.114
C -0.369 -2.213 1.224
C 0.932 -2.668 1.034
C 1.888 -1.721 0.811
C 1.687 -0.397 0.681
C 0.385 0.126 0.817
H -1.604 -0.434 1.029
H -1.176 -2.913 1.385
H 1.172 -3.718 1.118
H 2.883 -2.134 0.735
H 2.468 0.345 0.614
H 0.194 1.188 0.807
C -1.256 -6.394 1.808
C -1.352 -6.353 0.279
O -0.223 -5.580 -0.114
H -0.942 -5.422 2.187
H -0.491 -7.168 1.870
H -2.127 -6.841 2.288
H -2.271 -5.836 0.002
H -1.382 -7.385 -0.069
H -0.031 -5.583 -1.054
C 2.060 2.586 2.746
C 3.585 2.251 2.581
O 4.259 2.579 3.808
H 1.666 1.839 3.435
H 1.544 2.409 1.803
H 1.959 3.617 3.086
H 4.013 2.785 1.732
H 3.882 1.212 2.438
H 5.081 2.112 3.645
C -0.124 4.835 -0.838
C -0.110 4.654 0.651
O -1.116 3.680 0.834
H 0.169 3.940 -1.387
H 0.497 5.570 -1.349
H -1.127 5.027 -1.220
H -0.289 5.531 1.272
H 0.815 4.159 0.947
H -1.977 4.057 0.642
*
```

## Properties
molecular weight	294.435	g mol⁻¹
orbital gap	9.699	eV
E_LUMO	0.70	eV
HOMO energy	-9.0	eV
electronic energy	-25292.49759	eV
SMILES	c1ccccc1.c1ccccc1.CCO.CCO.CCO

Okay, here come the Mulliken numbers, in e, for every atom: -0.48 -0.05 -0.37 -0.32 -0.53 -0.27 0.39 0.28 0.29 0.37 0.38 0.30 -0.67 -0.27 -0.35 -0.48 -0.38 0.00 0.26 0.33 0.42 0.30 0.51 0.26 -0.92 -0.29 -0.45 0.22 0.25 0.35 0.27 0.35 0.25 -0.24 -0.36 -0.53 0.33 -0.45 0.39 0.29 0.30 0.32 -1.14 0.14 -0.52 0.27 0.43 0.33 0.33 -0.14 0.28


Entry 3:
ORCA calculation (the ωB97M-V functional and the def2-TZVPD basis) on a 5-piece molecular cluster, C18H30O8 overall in a non-equilibrium geometry.

ORCA input file:
```
! RIJCOSX wB97M-V def2-TZVPD def2/J DEFGRID3
* xyz 0 1
O 25.315 1.465 6.377
C 25.826 0.561 6.977
C 26.884 0.655 8.065
C 27.292 -0.786 8.301
C 26.317 -1.641 7.462
O 25.525 -0.725 6.693
H 27.735 1.303 7.866
H 26.384 1.187 8.878
H 28.275 -0.982 7.873
H 27.382 -1.095 9.342
H 26.929 -2.115 6.690
H 25.818 -2.408 8.048
O 19.867 2.968 5.858
C 20.864 3.442 6.357
C 22.288 3.166 6.012
C 23.141 3.895 7.073
C 22.078 4.574 7.931
O 20.789 4.351 7.330
H 22.525 2.115 5.844
H 22.455 3.548 4.998
H 23.685 3.089 7.565
H 23.891 4.550 6.641
H 22.074 4.299 8.985
H 22.240 5.654 7.932
O 15.766 5.130 3.597
C 16.559 4.283 3.270
C 17.733 4.478 2.343
C 18.023 3.028 1.897
C 17.496 2.212 3.081
O 16.508 3.047 3.733
H 17.728 5.302 1.637
H 18.627 4.733 2.924
H 17.718 2.636 0.925
H 19.101 2.847 1.805
H 16.952 1.330 2.738
H 18.243 1.854 3.787
C 21.443 0.464 9.633
C 22.539 0.966 10.563
C 23.953 1.139 10.039
O 22.277 1.347 11.677
H 21.422 1.088 8.740
H 20.552 0.530 10.250
H 21.641 -0.556 9.303
H 24.031 1.547 9.029
H 24.472 0.173 9.992
H 24.592 1.731 10.693
C 27.157 6.406 7.180
C 27.710 7.448 8.121
C 28.595 7.105 9.303
O 27.333 8.596 8.015
H 26.178 6.164 7.603
H 27.721 5.469 7.193
H 27.055 6.672 6.133
H 28.454 7.859 10.069
H 29.652 7.074 9.025
H 28.399 6.100 9.690
*
```

## Properties
molecular weight	374.430	g mol⁻¹
orbital gap	9.754	eV
E_LUMO	0.09	eV
HOMO energy	-9.7	eV
electronic energy	-35531.85380	eV
SMILES	O=C1CCCO1.O=C1CCCO1.O=C1CCCO1.CC(C)=O.CC(C)=O

Okay, here come the Mulliken numbers, in e, for every atom: -0.58 0.47 -0.12 -0.55 -0.46 -0.35 0.37 0.02 0.29 0.32 0.31 0.30 -0.63 0.54 -0.52 0.66 -0.53 -0.37 0.26 0.39 -0.71 0.25 0.32 0.26 -0.60 0.49 -0.31 -0.55 -0.22 -0.35 0.36 0.14 0.29 0.29 0.28 0.19 -0.83 0.57 -0.17 -0.56 0.05 0.32 0.35 -0.40 0.32 0.40 -0.81 0.69 -1.00 -0.54 0.09 0.31 0.36 0.32 0.26 0.31


Entry 4:
ORCA calculation (the ωB97M-V functional and the def2-TZVPD basis) on C18H31AuNO10P2S as an isolated structure in a non-equilibrium geometry.

ORCA input file:
```
! RIJCOSX wB97M-V def2-TZVPD def2/J DEFGRID3
* xyz -1 1
Au 0.219 -0.119 -2.401
C 2.098 2.511 -1.776
O 2.902 1.609 -2.551
P 2.383 0.210 -2.953
O 2.477 0.234 -4.518
C 1.874 -0.767 -5.264
O 3.605 -0.744 -2.653
C 4.229 -1.028 -1.369
H 2.871 3.186 -1.478
H 1.702 1.968 -0.901
H 1.292 2.966 -2.395
H 1.900 -0.462 -6.338
H 0.876 -0.909 -4.900
H 2.469 -1.671 -5.209
H 4.668 -2.061 -1.581
H 3.473 -1.021 -0.560
H 4.986 -0.267 -1.174
O -2.338 -2.458 -2.245
C -2.671 -1.310 -2.221
N -1.850 -0.234 -2.427
S -2.647 1.196 -2.446
O -2.607 1.758 -3.784
O -2.264 1.987 -1.312
C -4.239 0.548 -2.158
C -5.440 1.209 -1.956
C -6.573 0.384 -1.755
C -6.431 -0.985 -1.678
C -5.200 -1.615 -1.844
C -4.075 -0.843 -2.036
H -5.542 2.273 -1.937
H -7.558 0.758 -1.698
H -7.314 -1.654 -1.507
H -5.140 -2.684 -1.846
C -1.641 1.615 2.056
C -1.398 0.142 2.004
C -1.254 -0.384 3.447
C -2.519 -0.574 1.282
O -0.223 -0.201 1.237
P 1.231 0.409 1.393
O 1.244 1.756 1.984
O 1.937 0.221 0.075
O 1.909 -0.700 2.372
C 3.091 -0.475 3.078
C 3.535 -1.867 3.547
C 4.158 0.166 2.217
C 2.823 0.311 4.321
H -2.714 1.754 2.191
H -1.267 2.136 1.176
H -1.224 2.090 2.940
H -2.174 -0.173 4.045
H -0.407 0.049 3.964
H -1.112 -1.462 3.515
H -3.497 -0.384 1.788
H -2.461 -1.660 1.179
H -2.658 -0.226 0.265
H 3.650 -2.570 2.681
H 2.768 -2.273 4.207
H 4.529 -1.914 4.083
H 4.334 -0.513 1.354
H 5.103 0.290 2.722
H 3.845 1.091 1.736
H 2.167 -0.339 4.982
H 2.394 1.266 4.077
H 3.698 0.453 4.949
*
```

## Properties
molecular weight	712.425	g mol⁻¹
orbital gap	8.485	eV
E_LUMO	2.62	eV
energy above the lowest of the compared OMol25 structures with the same formula, charge and spin	0.000	eV
HOMO energy	-5.9	eV
electronic energy	-74246.56722	eV

Okay, here come the Mulliken numbers, in e, for every atom: 0.60 -0.18 -0.35 0.58 -0.35 -0.61 -0.33 -0.38 0.23 -0.09 0.27 0.19 0.22 0.26 0.27 0.08 0.24 -0.67 0.42 -0.23 0.92 -0.71 -0.53 0.70 -0.79 -0.49 -0.42 -0.69 0.05 0.45 0.43 0.30 0.49 -1.59 2.12 -1.85 -1.69 -0.02 0.54 -0.80 -0.26 -0.55 1.80 -1.74 -1.42 -1.74 0.49 0.14 0.38 0.38 0.37 0.34 0.44 0.41 0.17 0.35 0.42 0.33 0.13 0.48 0.37 0.32 0.31 0.47